Record 1
Density functional theory data (the ωB97M-V functional and the def2-TZVPD basis) for a structure of composition C10H22FGaN3O5.

Last column: Mulliken charge in e.
Atoms and positions in Å:
Ga  0.08  2.32  0.56  0.126
F  -2.37  4.63  1.39  -0.292
O  0.78  -4.50  -1.70  -0.509
O  -3.21  2.74  2.18  -0.571
O  0.29  0.54  0.03  -0.372
O  -1.02  -5.72  -1.06  -0.367
O  -1.22  -3.53  -1.33  -0.277
N  2.37  4.77  1.34  -0.784
N  3.38  2.81  0.46  -0.903
N  3.35  4.83  -0.82  -0.697
C  2.56  3.99  0.12  1.090
C  1.22  3.61  -0.50  -1.412
C  -2.54  -4.02  -1.12  -0.495
C  -3.30  -6.45  -0.73  -1.441
C  -2.28  -5.37  -0.47  0.527
C  -0.37  -4.57  -1.39  0.621
C  -2.57  3.24  1.31  0.312
C  1.35  -0.20  0.53  0.025
C  1.05  -1.69  0.41  -1.127
C  -1.91  2.70  0.14  -0.528
H  3.42  2.21  -0.36  0.315
H  -2.37  1.75  -0.14  0.342
H  2.29  0.02  -0.01  0.061
H  -2.11  -5.23  0.60  0.274
H  2.86  2.27  1.15  0.242
H  -1.92  3.41  -0.68  0.376
H  1.38  4.81  1.57  0.283
H  1.80  -2.27  0.96  0.378
H  1.54  0.04  1.60  0.268
H  1.41  3.23  -1.51  0.394
H  3.74  5.58  -0.25  0.312
H  2.83  4.32  2.13  0.263
H  4.15  4.29  -1.14  0.322
H  0.65  4.53  -0.64  0.488
H  -3.10  -3.32  -0.51  0.322
H  -4.23  -6.21  -0.20  0.376
H  0.07  -1.90  0.83  0.253
H  -2.94  -7.41  -0.37  0.352
H  -3.02  -4.14  -2.10  0.280
H  0.36  2.43  2.15  -0.401
H  1.07  -2.01  -0.63  0.227
H  -3.51  -6.53  -1.79  0.345

Output
Total energy = -2959.4601 a.u.
Total charge = -1
Gap between HOMO and LUMO = 7.37 eV
HOMO = -5.058 eV
Max |F| = 0.786 eV/A



Record 2
Density functional theory data (the ωB97M-V functional and the def2-TZVPD basis) for an isolated molecule of C10H22N2O2 in a non-equilibrium geometry.

Last column: Mulliken charge in e.
Atoms and positions in Å:
O  -2.80  1.80  0.17  -0.429
O  1.84  1.38  -0.52  -0.540
N  -0.81  1.11  -2.44  -0.632
N  2.38  -1.04  -0.01  0.037
C  -1.76  0.73  0.02  0.624
C  2.48  0.84  1.94  -1.017
C  2.19  0.42  0.36  0.475
C  3.21  -1.21  -1.27  -0.730
C  -2.23  -0.47  1.06  -0.841
C  1.08  -1.77  -0.23  -0.429
C  -2.20  3.14  0.06  -0.510
C  0.15  -1.89  1.13  -0.176
C  -1.79  0.30  -1.57  -0.705
C  -1.47  -1.91  0.82  -0.610
H  0.40  -2.97  1.59  0.315
H  -2.87  0.55  -2.00  0.317
H  -3.38  -0.67  0.82  0.264
H  4.00  -0.34  -1.38  0.294
H  -2.84  3.72  -0.76  0.229
H  0.42  -1.34  -1.12  0.093
H  2.54  -1.31  -2.24  0.248
H  -0.37  1.84  -1.84  0.253
H  -1.94  -2.67  1.60  0.337
H  1.56  0.67  2.64  0.260
H  0.48  -1.12  1.95  -0.039
H  -1.64  -2.39  -0.24  0.263
H  1.37  -2.88  -0.54  0.328
H  -0.69  1.08  0.34  0.070
H  -0.03  0.46  -2.69  0.315
H  -2.38  3.75  1.07  0.221
H  -2.15  -0.06  2.15  0.269
H  3.38  0.16  2.29  0.324
H  2.74  2.00  2.01  0.324
H  3.81  -2.22  -1.15  0.283
H  -1.61  -0.84  -1.77  0.305
H  -1.07  3.15  -0.24  0.211

Output
Total energy = -653.9918 a.u.
Gap between HOMO and LUMO = 9.23 eV
HOMO = -8.953 eV
Relative energy (zero: lowest compared OMol25 entry of this formula, charge and spin) = 208.8 kJ/mol
Max |F| = 8.062 eV/A